Record 1
{"formula": "CH16NO5", "method": "ωB97M-V with the def2-TZVPD basis set", "elements": ["C", "N", "H", "H", "H", "H", "H", "H", "H", "H", "O", "H", "H", "O", "H", "H", "O", "H", "H", "O", "H", "H", "O"], "xyz": [[0.320237, -1.869185, 1.163393], [-0.142743, -0.567925, 0.670137], [-0.289285, -2.366134, 1.927938], [0.292914, -2.583236, 0.350242], [1.375647, -1.775028, 1.444180], [-0.941411, -0.701528, 0.011753], [0.574493, -0.038469, 0.112400], [-0.395352, 0.121614, 1.399421], [1.866827, 1.129161, -0.780240], [3.072082, 1.299347, 0.344179], [2.231522, 0.913763, 0.099511], [-3.219590, -0.518795, 0.399229], [-2.549207, 0.322628, -0.752130], [-2.620653, -0.552737, -0.358764], [-0.083059, -1.423200, -3.104136], [-1.488856, -0.872730, -3.102348], [-0.584350, -0.637147, -2.845184], [-0.013421, 1.144772, -2.285051], [0.640981, 2.539040, -1.890484], [0.360237, 1.679732, -1.567376], [0.137784, 2.168847, 2.839249], [1.206850, 1.386367, 2.990878], [0.248346, 1.200854, 2.933208]], "forces_ev_per_angstrom": [[1.070, -0.879, -0.053], [-0.202, 0.989, -1.188], [0.062, 0.941, 0.109], [0.065, 0.075, -0.444], [-0.434, -0.076, 0.327], [0.031, 0.161, 0.777], [-0.167, -0.834, 0.879], [0.190, -0.465, 0.099], [0.705, 0.605, 0.272], [0.111, 0.177, -0.632], [-0.538, -0.756, 0.486], [-0.046, 0.245, -0.278], [-0.435, 0.184, 0.133], [-0.048, -0.286, -0.161], [0.135, 0.272, 0.020], [0.145, 0.206, 0.075], [-0.326, -0.453, -0.046], [0.169, 0.156, -0.216], [-0.207, 0.057, -0.314], [-0.150, -0.304, 0.219], [-1.563, -0.324, -0.021], [0.181, -1.610, 0.122], [1.250, 1.918, -0.163]], "lowdin_charge": [-0.03, 0.09, 0.11, 0.09, 0.10, 0.08, 0.10, 0.12, 0.01, 0.06, -0.07, 0.08, 0.07, -0.03, 0.07, 0.07, -0.04, 0.03, 0.08, -0.05, 0.07, 0.07, -0.06], "total_charge": 1, "de_lowest_kj_mol": 99.6, "homo_energy_ev": -14.95, "gap_ev": 12.0}

Record 2
{"formula": "CH16NO6", "method": "ωB97M-V with the def2-TZVPD basis set", "elements": ["C", "N", "H", "H", "H", "H", "H", "H", "O", "H", "H", "O", "H", "H", "O", "H", "H", "O", "H", "H", "O", "H", "H", "O"], "xyz": [[0.019850, 1.295935, -1.886442], [0.080635, 0.248203, -1.107399], [0.768625, 2.076829, -2.024152], [-0.826297, 1.440714, -2.445609], [-0.669856, -0.311051, -0.953457], [0.871933, -0.110882, -0.384576], [-3.061146, -1.109677, -0.138697], [-2.479097, -1.930615, 0.821484], [-2.491940, -0.995945, 0.543217], [3.369558, -1.068556, -1.053474], [3.259336, -1.714154, 0.435844], [2.842298, -1.296691, -0.260876], [-1.171384, 2.039316, 0.681776], [-2.205559, 2.667275, -0.294157], [-1.393811, 2.230565, -0.260326], [0.301126, -2.906981, -1.873475], [1.503458, -2.035414, -1.336491], [0.540807, -2.039379, -1.557071], [-1.274615, 1.541912, 2.833864], [-2.065507, 0.579987, 1.808146], [-1.263424, 1.103133, 2.124423], [1.220137, 0.508084, 1.871996], [2.106830, -0.191640, 2.689792], [2.018043, -0.020969, 1.765660]], "forces_ev_per_angstrom": [[2.650, 2.018, -2.129], [5.038, -1.425, 4.503], [0.040, -0.593, 0.594], [-1.926, 0.187, -1.077], [-2.526, -1.485, 0.115], [-2.213, 1.967, -2.807], [-2.898, 0.403, -3.761], [0.615, 0.548, 0.523], [2.225, -0.843, 3.353], [0.211, -0.472, 1.284], [1.899, -1.078, 1.747], [-1.678, 1.437, -3.692], [-0.440, 0.154, -0.863], [-2.044, 1.256, 0.222], [1.303, -0.355, 1.132], [0.257, -0.542, -0.131], [-1.061, -0.173, 0.016], [0.630, -0.902, -0.085], [-1.147, 5.027, 8.849], [1.430, 1.037, 1.093], [-0.075, -6.380, -9.432], [-0.514, 0.310, -0.953], [0.829, -0.675, 1.204], [-0.604, 0.579, 0.294]], "lowdin_charge": [-0.20, -0.05, 0.04, 0.00, 0.00, 0.14, -0.01, 0.08, 0.01, 0.09, 0.01, -0.05, 0.01, 0.01, -0.09, 0.03, 0.02, -0.09, -0.07, 0.09, 0.02, 0.02, 0.03, -0.04], "de_lowest_kj_mol": 218.2, "s_squared": 0.75, "homo_energy_ev": [-3.42, -8.47], "spin_multiplicity": 2, "gap_ev": [3.8, 8.8]}

Record 3
{"formula": "CH16O6", "method": "ωB97M-V with the def2-TZVPD basis set", "elements": ["C", "H", "H", "H", "H", "H", "H", "O", "H", "H", "O", "H", "H", "O", "H", "H", "O", "H", "H", "O", "H", "H", "O"], "xyz": [[2.594406, 1.950793, 2.299687], [2.992819, 0.887815, 2.146645], [3.462853, 2.618592, 2.663818], [2.120666, 2.467231, 1.398492], [1.750498, 2.016427, 3.079723], [-0.929251, -1.664612, -2.060786], [-1.184433, -2.574936, -3.249178], [-1.277741, -1.676155, -2.941030], [2.304095, -0.003870, -1.295744], [0.748846, 0.294621, -1.236762], [1.532911, -0.036683, -0.806249], [-0.620051, -2.830810, -0.146837], [0.356781, -1.677063, -0.438516], [-0.618838, -1.908510, -0.487437], [-0.633429, 0.383770, 0.023663], [-0.238639, 1.868596, 0.442012], [-1.039626, 1.283756, 0.225893], [0.456305, 0.799129, -3.326372], [-0.390656, 1.988531, -3.115619], [0.318244, 1.419078, -2.695840], [-3.367698, -1.414703, 2.812665], [-4.590038, -2.300548, 3.190174], [-3.748018, -1.890440, 3.517599]], "forces_ev_per_angstrom": [[-0.172, 1.018, 0.671], [-0.939, 1.659, -0.005], [-1.390, -1.070, -0.561], [1.009, -1.111, 0.808], [1.486, -0.489, -0.922], [0.124, -0.234, 1.063], [0.026, -0.250, -0.100], [-0.488, 0.519, -1.916], [1.879, 0.434, -1.914], [0.244, 0.810, -1.097], [-1.925, -1.329, 3.042], [-0.320, 0.862, -0.293], [-1.188, 0.011, -0.055], [2.066, -0.758, 1.264], [-0.976, 1.752, 0.688], [-1.714, -1.424, -0.491], [2.419, -0.369, 0.092], [0.747, -3.319, -3.156], [1.117, -0.903, 1.080], [-2.021, 4.174, 1.824], [0.519, 0.851, -1.438], [1.342, 0.746, 0.304], [-1.845, -1.578, 1.114]], "lowdin_charge": [-0.09, 0.03, 0.03, 0.01, 0.03, -0.07, 0.02, -0.06, 0.02, -0.02, -0.03, 0.09, 0.07, -0.07, 0.02, 0.06, -0.11, -0.02, 0.11, -0.03, 0.00, 0.06, -0.06], "de_lowest_kj_mol": 178.0, "smiles": "C.O.O.O.O.O.O", "homo_energy_ev": -10.92, "gap_ev": 11.2}

Record 4
{"formula": "CH17NO6", "method": "ωB97M-V with the def2-TZVPD basis set", "elements": ["C", "N", "H", "H", "H", "H", "H", "H", "H", "O", "H", "H", "O", "H", "H", "O", "H", "H", "O", "H", "H", "O", "H", "H", "O"], "xyz": [[-1.985000, -2.140732, 2.225293], [-1.106229, -2.043064, 1.118838], [-2.064148, -3.097245, 2.824308], [-3.057789, -2.043328, 2.008605], [-1.765503, -1.346987, 2.937273], [-0.308539, -2.602537, 1.183082], [-1.535725, -2.386267, 0.230005], [1.654569, 0.618080, 4.163005], [0.778583, 1.851439, 4.222302], [0.939856, 1.087197, 3.697014], [-2.078458, 0.802119, -1.968041], [-2.211533, -0.179444, -0.762205], [-1.826028, -0.144497, -1.708996], [-0.249183, 1.007651, -3.460370], [-1.105014, 0.482051, -4.554533], [-1.061344, 1.219428, -3.951604], [1.768859, 1.405110, -0.449491], [3.077702, 2.161923, -0.764521], [2.324894, 1.755430, -1.192625], [-0.086513, 0.471977, 0.217244], [0.425855, 1.023540, 1.544059], [0.490591, 1.087108, 0.607427], [3.639810, 0.522666, -2.945042], [2.513842, 0.553120, -2.208638], [2.826445, -0.064738, -3.012388]], "forces_ev_per_angstrom": [[-1.931, 0.649, 0.776], [-3.277, -2.890, -0.710], [1.411, 0.324, -0.547], [0.457, 0.501, -0.833], [0.443, 0.048, 0.564], [2.896, -0.122, 0.623], [0.085, 1.444, -0.004], [-0.349, 0.276, -0.324], [-0.255, 1.052, 0.618], [0.488, -1.397, -0.487], [0.675, -1.792, -0.120], [0.628, 0.124, -2.296], [-1.361, 1.547, 2.702], [-0.152, 0.335, -0.204], [-0.262, -0.315, -0.508], [0.523, 0.121, 0.655], [0.452, 0.565, -0.593], [0.302, 0.188, 0.027], [-0.657, -0.135, 0.884], [-1.244, -1.088, -0.966], [0.097, 0.023, 1.536], [0.922, 0.954, -0.286], [-0.516, -1.572, -1.314], [-0.316, -1.935, -1.867], [0.939, 3.094, 2.676]], "lowdin_charge": [-0.04, 0.29, 0.17, 0.12, 0.13, 0.13, 0.18, 0.07, 0.03, -0.04, 0.08, 0.05, -0.12, 0.04, 0.04, -0.05, 0.02, 0.07, -0.05, -0.01, 0.01, 0.01, 0.04, 0.00, -0.18], "total_charge": 1, "de_lowest_kj_mol": 111.9, "s_squared": 0.75, "homo_energy_ev": [-12.26, -12.26], "spin_multiplicity": 2, "gap_ev": [8.2, 2.2]}

Record 5
{"formula": "CH18MnO11", "method": "ωB97M-V with the def2-TZVPD basis set", "elements": ["O", "H", "H", "H", "O", "H", "H", "H", "Mn", "C", "O", "O", "O", "O", "H", "H", "O", "H", "H", "O", "H", "H", "O", "H", "H", "O", "H", "H", "O", "H", "H"], "xyz": [[-0.918448, 3.626583, -1.408515], [-0.313633, 3.120078, -0.749108], [-1.576013, 4.161383, -0.909047], [-1.502669, 2.983127, -1.875408], [2.649542, -0.142788, -2.064635], [1.721061, -0.253302, -1.663650], [2.867154, -0.883385, -2.674461], [3.301320, -0.156713, -1.328746], [-0.655490, 2.120496, 2.142597], [-0.010583, 0.482372, 0.243203], [0.124894, 1.804221, 0.173185], [-0.602159, 0.142278, 1.335356], [0.408478, -0.282758, -0.634684], [-2.462345, -1.564912, 2.701649], [-2.244590, -1.374013, 3.622276], [-1.882307, -1.003674, 2.179094], [0.499347, -1.871481, 3.762111], [0.707812, -1.406721, 2.946989], [0.153311, -2.723511, 3.467995], [-0.814567, -0.223882, -3.229480], [-1.400973, 0.518814, -3.073384], [-0.334574, -0.372921, -2.402468], [-2.619109, -2.007501, -0.213718], [-2.034476, -1.323946, 0.111405], [-2.070392, -2.806143, -0.216318], [3.053351, 2.460811, 0.031758], [3.006102, 3.257683, -0.509114], [2.152065, 2.257281, 0.304695], [0.052641, -3.108648, -0.217285], [0.135739, -2.163670, -0.405251], [0.609521, -3.265147, 0.552974]], "forces_ev_per_angstrom": [[-0.875, 0.012, 0.440], [-0.190, -0.820, -0.467], [0.426, 0.452, -0.212], [0.602, -0.088, -0.275], [0.178, -0.540, 0.155], [-0.122, 0.200, 0.267], [-0.157, 0.174, -0.044], [-0.025, 0.268, -0.154], [0.388, -2.263, -1.011], [-0.093, -0.517, 0.098], [-0.102, 2.403, 0.375], [0.084, 0.772, 0.639], [0.271, 0.586, 0.348], [-0.160, 0.347, 0.259], [0.052, -0.207, -0.019], [-0.013, -0.370, 0.142], [0.014, 0.184, -0.101], [0.011, -0.141, -0.062], [-0.094, 0.018, 0.148], [0.622, 0.095, 0.027], [-0.227, -0.155, -0.056], [-0.662, -0.009, -0.195], [-0.119, 0.026, -0.380], [0.062, -0.091, 0.143], [-0.081, 0.103, 0.051], [-0.100, -0.305, 0.000], [0.119, -0.019, 0.039], [0.068, 0.183, -0.225], [0.213, 0.192, -0.014], [-0.043, -0.310, 0.119], [-0.046, -0.182, -0.036]], "lowdin_charge": [0.29, 0.13, 0.19, 0.20, 0.30, 0.12, 0.20, 0.19, 1.50, -0.76, -0.20, -0.09, 0.01, -0.04, 0.04, -0.05, -0.04, 0.00, 0.05, -0.02, 0.02, -0.01, -0.04, -0.03, 0.04, -0.04, 0.06, -0.02, -0.03, -0.01, 0.05], "total_charge": 2, "de_lowest_kj_mol": 108.0, "s_squared": 8.75, "homo_energy_ev": [-15.53, -15.53], "spin_multiplicity": 6, "gap_ev": [4.8, 4.7]}

Record 6
{"formula": "CH18O8", "method": "ωB97M-V with the def2-TZVPD basis set", "elements": ["C", "O", "H", "H", "H", "H", "O", "H", "H", "O", "H", "H", "O", "H", "H", "O", "H", "H", "O", "H", "H", "O", "H", "H", "O", "H", "H"], "xyz": [[2.944888, -0.188362, -0.056242], [3.966439, 0.476326, 0.563946], [2.432639, -1.080621, 0.303741], [2.240110, 0.636942, -0.157581], [3.269121, -0.418133, -1.071217], [4.371811, 1.135001, -0.004752], [-0.975231, 2.229097, 1.622507], [-0.770935, 1.361412, 1.273770], [-0.166262, 2.728701, 1.512080], [-0.725536, 3.290288, -1.795751], [-0.990084, 4.127506, -1.414538], [-1.196001, 2.633503, -1.282411], [-2.253331, -2.630421, 1.900242], [-1.701202, -1.880642, 2.122070], [-1.754173, -3.391817, 2.195789], [0.428824, 0.155412, -2.554939], [0.031236, -0.600834, -2.986494], [0.477254, 0.823760, -3.238465], [-2.565775, -1.639229, -1.334083], [-2.494921, -1.186488, -2.174462], [-2.535522, -2.569100, -1.559132], [-0.005740, -1.267871, 2.943816], [0.675881, -0.868949, 3.484650], [-0.136922, -0.647472, 2.226795], [-0.707582, -0.254095, 0.153341], [-0.362062, -0.185791, -0.736706], [-1.496924, -0.788121, 0.064024]], "forces_ev_per_angstrom": [[-1.500, 1.581, -2.961], [2.505, -0.376, 2.754], [0.803, 0.180, 1.142], [-1.300, -0.688, -0.437], [-0.233, -0.415, -0.311], [-0.312, -0.266, -0.162], [-0.201, 0.456, 0.251], [-0.037, -0.538, -0.473], [0.198, 0.158, 0.016], [0.219, -0.049, -0.336], [-0.067, 0.201, 0.095], [-0.113, -0.236, 0.309], [-0.573, -0.125, -0.478], [0.179, -0.041, 0.387], [0.188, -0.051, 0.126], [-0.074, -0.210, 0.262], [0.013, -0.296, -0.177], [0.006, 0.423, -0.058], [-0.031, 0.071, -0.044], [-0.118, 0.231, -0.227], [-0.049, -0.348, 0.160], [0.028, -0.196, 0.184], [0.107, 0.065, 0.223], [0.164, 0.285, -0.550], [0.304, 0.357, 0.876], [0.357, 0.217, -0.381], [-0.464, -0.392, -0.188]], "lowdin_charge": [-0.20, -0.11, 0.09, 0.07, 0.07, 0.09, -0.06, -0.03, 0.03, -0.06, 0.03, 0.02, -0.05, -0.02, 0.03, -0.03, 0.04, 0.05, -0.03, 0.04, 0.06, -0.05, 0.05, 0.00, -0.05, 0.00, 0.01], "de_lowest_kj_mol": 67.8, "smiles": "CO.O.O.O.O.O.O.O", "homo_energy_ev": -9.95, "gap_ev": 9.9}

no.,calculated total energy (Eh)
1,-478.426744
2,-553.696602
3,-499.084124
4,-554.077981
5,-2026.800874
6,-650.770927